Computed, not measured: 13 unconnected molecules or ions with the total composition C44H60N12O3 in a non-equilibrium geometry, with the ωB97M-V functional and the def2-TZVPD basis.

The calculated total energy comes out at -2595.19924 hartree. Its energy above the lowest of the compared OMol25 structures with the same formula, charge and spin is 0.000 eV. The calculation puts the HOMO energy at -8.62 eV. For the LUMO energy, the calculation gives -0.4 eV. The total charge is 0. The calculation puts the HOMO-LUMO gap at 8.3 eV.

```
119
C44H60N12O3, DFT the ωB97M-V functional and the def2-TZVPD basis
C 4.7020 0.5687 1.3562
C 4.2399 0.6009 0.0900
C 2.7861 0.5017 -0.1501
C 2.1136 1.4426 -0.8135
C 0.6582 1.2536 -1.0584
O 0.1825 1.6139 -2.1165
C -0.1132 0.5620 0.0201
C 0.5992 -0.4356 0.7187
C -0.0089 -1.1694 1.7292
C 0.6809 -2.2263 2.5394
C 0.5212 -3.6438 1.9599
C -1.3444 -0.8861 1.9923
C -2.0572 0.1003 1.3265
C -3.4989 0.2761 1.7682
O -3.7181 1.3176 2.7178
C -2.5968 1.6030 3.5283
C -1.4481 0.8667 0.3146
C -2.1547 1.9626 -0.4676
C -3.0307 2.9374 0.3224
C -2.9195 1.3777 -1.6806
C -2.8648 2.3080 -2.9017
C 2.0171 -0.6839 0.3501
O 2.5556 -1.7691 0.4196
H 5.4599 1.2922 1.6281
H 4.2324 -0.1257 2.0461
H 4.9013 0.6711 -0.7688
H 2.5811 2.3159 -1.2494
H 1.7454 -2.0027 2.6142
H 0.3072 -2.2172 3.5639
H -0.2408 -4.1768 2.5277
H 1.4444 -4.2088 2.0713
H 0.2535 -3.6416 0.9052
H -1.8218 -1.4664 2.7749
H -3.8201 -0.6743 2.2065
H -4.1422 0.4431 0.9074
H -2.9660 2.2152 4.3554
H -2.1326 0.7169 3.9657
H -1.8840 2.2234 2.9864
H -1.3663 2.5784 -0.8939
H -3.9889 2.5097 0.6039
H -2.5248 3.3361 1.2011
H -3.2550 3.7806 -0.3346
H -2.3858 0.4677 -1.9629
H -3.9503 1.1526 -1.4145
H -1.9334 2.8748 -2.9146
H -2.8707 1.7223 -3.8221
H -3.7055 3.0021 -2.9246
C 8.6748 0.5575 -0.5400
C 8.2143 1.4571 0.5053
N 7.8479 2.1596 1.3366
H 8.7071 -0.4695 -0.1759
H 8.0109 0.5902 -1.4019
H 9.6704 0.8300 -0.8809
C 1.0750 1.8974 4.8100
C 0.5007 3.0112 4.0694
N 0.0225 3.8681 3.4752
H 0.9739 0.9732 4.2404
H 2.1314 2.0732 5.0062
H 0.5637 1.7667 5.7621
C -3.3353 -6.3267 2.2347
C -3.1694 -4.9774 2.7526
N -3.0387 -3.9141 3.1615
H -2.3712 -6.8296 2.1745
H -3.9877 -6.9066 2.8851
H -3.7745 -6.3005 1.2391
C -4.0170 -2.4426 -2.5676
C -4.7305 -1.6976 -1.5412
N -5.3003 -1.1140 -0.7344
H -3.7143 -3.4196 -2.1950
H -4.6392 -2.5871 -3.4436
H -3.1216 -1.9046 -2.8762
C -6.0826 -5.7861 -4.8221
C -4.9774 -4.8680 -5.0442
N -4.1151 -4.1354 -5.2386
H -6.1552 -6.0599 -3.7706
H -7.0229 -5.3307 -5.1297
H -5.9431 -6.6960 -5.4033
C 12.7249 2.9031 -1.6779
C 11.7322 2.0219 -2.2738
N 10.9471 1.3292 -2.7435
H 13.7289 2.5320 -1.8749
H 12.6389 3.9059 -2.0921
H 12.5829 2.9619 -0.6001
C -2.2176 6.2311 -2.5421
C -3.4594 5.8496 -1.8905
N -4.4302 5.5296 -1.3692
H -1.3611 5.7872 -2.0364
H -2.2076 5.8921 -3.5770
H -2.0970 7.3136 -2.5399
C 4.5543 -5.8392 1.5459
C 3.3340 -6.4045 2.1034
N 2.3672 -6.8491 2.5321
H 5.4305 -6.3104 1.9875
H 4.5851 -5.9912 0.4687
H 4.6014 -4.7689 1.7409
C 7.7119 -0.9195 3.8554
C 8.0062 -2.0189 2.9508
N 8.2396 -2.8778 2.2268
H 7.3322 -1.2848 4.8084
H 8.6021 -0.3270 4.0591
H 6.9623 -0.2520 3.4321
C -2.2107 0.5060 7.3279
C -1.6305 -0.4858 6.4347
N -1.1890 -1.2519 5.7035
H -2.5665 0.0361 8.2430
H -1.4736 1.2619 7.5942
H -3.0513 0.9993 6.8423
C -5.6324 8.3616 -4.4133
C -4.4117 9.0833 -4.7401
N -3.4419 9.6426 -4.9905
H -5.7407 8.2502 -3.3355
H -6.5068 8.8862 -4.7942
H -5.6191 7.3655 -4.8527
C -5.7701 -3.0779 -8.4349
C -6.9441 -3.7206 -7.8634
N -7.8615 -4.2273 -7.3960
H -4.8648 -3.4668 -7.9710
H -5.7212 -3.2585 -9.5072
H -5.8071 -2.0034 -8.2656
```

These are the Löwdin partial charges, in e, on atoms 1 to 2: C 0.038; C -0.104